1.
DFT (ωB97M-V with the def2-TZVPD basis set) results for a structure of composition C28H31Cl2N7O4S2Sn.

```
! RIJCOSX wB97M-V def2-TZVPD def2/J DEFGRID3
* xyz 0 1
Sn 0.333 -0.520 0.712
S -3.121 6.869 0.835
N -1.552 6.497 0.832
C -1.482 5.187 0.943
C -0.263 4.401 0.966
C 1.008 4.977 0.954
C 2.108 4.153 0.975
C 1.903 2.774 0.963
N 0.704 2.216 0.960
C -0.375 3.006 1.003
C -1.690 2.356 1.154
N -1.717 1.022 1.318
C -2.883 0.422 1.520
C -4.097 1.106 1.535
C -4.087 2.466 1.348
C -2.864 3.114 1.169
C -2.757 4.554 1.026
N -3.767 5.399 0.975
H 1.093 6.057 0.946
H 3.113 4.553 1.017
H 2.741 2.083 0.988
H -2.847 -0.652 1.674
H -5.020 0.565 1.696
H -4.998 3.053 1.345
O -1.538 -2.274 1.612
C -1.534 -3.657 1.341
C -0.184 -4.227 0.966
C -0.065 -5.592 0.721
C 1.180 -6.115 0.434
C 2.277 -5.261 0.422
C 2.063 -3.916 0.659
N 0.852 -3.400 0.904
H -0.968 -2.067 2.411
H -2.228 -3.827 0.517
H -1.907 -4.213 2.205
H -0.942 -6.228 0.761
H 1.296 -7.172 0.232
H 3.277 -5.630 0.233
H 2.887 -3.210 0.660
Cl 0.319 1.817 4.807
C 1.246 0.302 4.573
Cl 2.319 0.032 5.949
C 0.221 -0.852 4.385
O -0.336 -1.295 5.374
O 0.072 -1.201 3.157
H 1.861 0.423 3.689
S 3.702 -0.513 0.486
C 3.466 -0.349 -1.184
N 3.124 -1.403 -1.939
C 2.823 -1.315 -3.368
C 2.278 0.072 -3.651
C 3.322 1.079 -3.216
N 3.617 0.836 -1.803
H 2.947 -2.255 -1.437
H 2.095 -2.083 -3.622
H 3.730 -1.499 -3.949
H 1.388 0.211 -3.033
H 2.019 0.194 -4.703
H 2.951 2.097 -3.327
H 4.233 0.981 -3.813
H 3.925 1.592 -1.225
C -2.495 -1.403 -1.574
C -1.448 -0.414 -2.109
C -2.044 1.002 -2.122
C -1.111 -0.817 -3.553
O -0.287 -0.457 -1.319
H -3.450 -1.289 -2.095
H -2.651 -1.237 -0.506
H -2.137 -2.429 -1.710
H -2.814 1.102 -2.893
H -1.247 1.728 -2.318
H -2.495 1.237 -1.153
H -2.024 -1.053 -4.110
H -0.469 -1.702 -3.542
H -0.596 -0.009 -4.078
*
```

Largest force on an atom: 0.6 eV Å⁻¹
Energy above the lowest of the compared OMol25 structures with the same formula, charge and spin: 130.8 kJ/mol
Lowest unoccupied orbital energy: -0.8 eV
HOMO: -7.563 eV
Frontier orbital gap: 6.8 eV

2.
DFT (ωB97M-V with the def2-TZVPD basis set) results for a structure of composition C28H31CsN7O at a distorted geometry.

```
! RIJCOSX wB97M-V def2-TZVPD def2/J DEFGRID3
* xyz 1 1
Cs 0.356 0.651 -1.126
C 0.010 3.362 3.238
C 0.390 2.187 2.383
N -0.065 1.978 1.200
N -0.896 2.890 0.658
C -1.718 2.473 -0.317
O -1.930 1.290 -0.681
C -2.488 3.595 -0.952
C -3.009 3.406 -2.228
C -3.772 4.395 -2.832
C -4.037 5.578 -2.156
C -3.523 5.772 -0.880
C -2.748 4.789 -0.282
C 1.375 1.198 2.885
C 1.871 1.278 4.191
C 2.776 0.333 4.642
C 3.193 -0.672 3.780
C 2.664 -0.669 2.497
N 1.769 0.213 2.058
H -0.688 3.982 2.684
H 0.887 3.964 3.492
H -0.464 3.046 4.171
H -2.819 2.471 -2.739
H -4.168 4.238 -3.828
H -4.649 6.342 -2.619
H -3.731 6.691 -0.345
H -2.343 4.927 0.711
H 1.550 2.080 4.841
H 3.168 0.390 5.651
H 3.924 -1.412 4.079
H 2.985 -1.416 1.774
C 4.399 0.071 -3.804
C 4.158 -0.715 -4.920
C 3.006 -1.484 -4.972
C 2.110 -1.435 -3.909
N 2.351 -0.689 -2.831
C 3.464 0.030 -2.782
C 0.805 -2.173 -3.904
C 0.375 -2.951 -4.974
C -0.874 -3.550 -4.916
C -1.666 -3.360 -3.796
C -1.147 -2.585 -2.771
N 0.049 -2.009 -2.814
H 5.281 0.692 -3.726
H 4.860 -0.728 -5.744
H 2.818 -2.104 -5.837
H 3.616 0.603 -1.867
H 0.990 -3.088 -5.851
H -1.228 -4.151 -5.744
H -2.655 -3.791 -3.722
H -1.725 -2.396 -1.870
N -0.536 -2.961 3.970
C -1.638 -1.969 3.673
C -1.216 -1.171 2.450
N -0.913 -2.017 1.311
C 0.068 -3.039 1.601
C -0.311 -3.897 2.804
H -0.737 -3.484 4.821
H 0.329 -2.434 4.126
H -1.781 -1.342 4.551
H -2.543 -2.546 3.488
H -0.319 -0.596 2.691
H -1.990 -0.453 2.186
H -1.742 -2.382 0.861
H 1.014 -2.541 1.827
H 0.229 -3.673 0.731
H 0.473 -4.602 3.074
H -1.242 -4.435 2.640
*
```

Largest force on an atom: 3.1 eV Å⁻¹
Energy above the lowest of the compared OMol25 structures with the same formula, charge and spin: 188.2 kJ/mol
Lowest unoccupied orbital energy: -2.9 eV
HOMO: -9.287 eV
Frontier orbital gap: 6.4 eV

3.
DFT (ωB97M-V with the def2-TZVPD basis set) results for a structure of composition C28H31CuN2O5PSe2.

```
! RIJCOSX wB97M-V def2-TZVPD def2/J DEFGRID3
* xyz -2 2
Cu -0.347 0.335 -0.173
O -1.852 6.935 -0.030
C -1.000 5.896 0.509
C -1.349 4.522 -0.058
C -1.154 4.552 -1.574
O -2.102 5.365 -2.274
C -0.335 3.562 0.630
Se 0.881 2.426 -0.439
C -2.818 4.195 0.309
Se -3.347 2.304 0.615
H -1.446 7.780 0.179
H -1.118 5.872 1.598
H 0.043 6.128 0.266
H -1.235 3.547 -1.972
H -0.133 4.887 -1.796
H -2.205 6.165 -1.743
H -0.919 2.891 1.253
H 0.305 4.134 1.309
H -3.456 4.539 -0.504
H -3.101 4.779 1.188
C -0.461 -1.265 3.895
C -0.212 -1.111 2.423
N -0.772 -0.097 1.747
O -1.485 0.720 2.559
C 0.531 -2.064 1.743
C 0.873 -3.390 2.352
N 0.924 -1.900 0.406
O 0.300 -2.714 -0.501
H -0.513 -0.290 4.373
H 0.332 -1.849 4.357
H -1.413 -1.768 4.083
H -2.022 1.310 1.938
H 0.054 -3.796 2.950
H 1.757 -3.321 2.999
H 1.091 -4.090 1.546
O 2.777 -0.649 0.811
C 1.996 -1.169 0.023
C 2.238 -1.136 -1.475
C 3.564 -0.964 -1.838
C 3.940 -0.917 -3.174
C 2.969 -1.021 -4.152
C 1.631 -1.153 -3.791
C 1.238 -1.219 -2.462
P -0.538 -1.230 -1.915
C -1.309 -0.282 -3.357
C -1.518 -0.786 -4.646
C -2.141 -0.030 -5.627
C -2.594 1.252 -5.333
C -2.436 1.756 -4.052
C -1.806 0.985 -3.078
C -1.285 -2.814 -2.445
C -2.666 -2.963 -2.346
C -3.278 -4.148 -2.724
C -2.518 -5.202 -3.217
C -1.141 -5.060 -3.317
C -0.529 -3.876 -2.926
H 4.288 -0.851 -1.042
H 4.981 -0.783 -3.444
H 3.238 -0.976 -5.201
H 0.883 -1.180 -4.569
H -1.204 -1.797 -4.888
H -2.282 -0.445 -6.619
H -3.083 1.848 -6.095
H -2.796 2.744 -3.794
H -1.730 1.379 -2.070
H -3.265 -2.137 -1.979
H -4.354 -4.247 -2.639
H -2.999 -6.126 -3.517
H -0.537 -5.877 -3.695
H 0.547 -3.774 -2.984
*
```

Largest force on an atom: 0.5 eV Å⁻¹
Energy above the lowest of the compared OMol25 structures with the same formula, charge and spin: 0.0 kJ/mol
Lowest unoccupied orbital energy (spin up / spin down): 4.4 / 4.4 eV
Expectation value of S²: 0.79
HOMO (spin up / spin down): -1.033 / -1.021 eV
Frontier orbital gap (spin up / spin down): 5.5 / 5.4 eV

4.
DFT (ωB97M-V with the def2-TZVPD basis set) results for an isolated molecule of C28H31N3O3.

```
! RIJCOSX wB97M-V def2-TZVPD def2/J DEFGRID3
* xyz 0 1
C -1.537 -3.616 -1.097
C -0.400 -2.670 -1.503
C -1.043 -1.393 -2.040
O -1.333 -1.266 -3.213
N -1.338 -0.456 -1.114
C -2.023 0.759 -1.464
C -1.195 2.014 -1.365
C -1.805 3.245 -1.601
C -1.040 4.394 -1.554
C 0.317 4.284 -1.280
C 0.830 3.023 -1.046
N 0.096 1.918 -1.082
C 0.549 -2.463 -0.341
C 1.924 -3.073 -0.359
C 1.769 -1.580 -0.435
C 2.077 -0.868 -1.732
C 2.071 -0.762 0.824
N 1.024 0.222 1.006
C 0.118 0.135 1.991
O 0.102 -0.677 2.885
O -0.811 1.124 1.837
C -1.926 1.100 2.727
C -3.105 0.460 2.042
C -3.139 -0.919 1.871
C -4.185 -1.514 1.189
C -5.207 -0.738 0.670
C -5.181 0.636 0.838
C -4.131 1.234 1.516
C 3.443 -0.126 0.793
C 3.628 1.220 1.078
C 4.895 1.777 1.049
C 5.993 0.997 0.738
C 5.819 -0.350 0.464
C 4.554 -0.907 0.493
H -2.119 -3.182 -0.286
H -2.198 -3.791 -1.942
H -1.130 -4.568 -0.766
H 0.131 -3.121 -2.346
H -1.041 -0.571 -0.160
H -2.919 0.874 -0.842
H -2.337 0.635 -2.508
H -2.861 3.287 -1.819
H -1.488 5.361 -1.733
H 0.953 5.154 -1.244
H 1.879 2.875 -0.822
H 0.054 -2.470 0.625
H 2.300 -3.517 0.551
H 2.234 -3.590 -1.254
H 3.132 -0.603 -1.778
H 1.846 -1.499 -2.585
H 1.489 0.045 -1.817
H 2.018 -1.421 1.701
H 0.813 0.852 0.229
H -2.135 2.141 2.985
H -1.646 0.538 3.625
H -2.343 -1.521 2.286
H -4.209 -2.587 1.067
H -6.023 -1.202 0.138
H -5.978 1.246 0.437
H -4.108 2.307 1.641
H 2.777 1.831 1.339
H 5.023 2.826 1.275
H 6.981 1.432 0.715
H 6.672 -0.968 0.227
H 4.424 -1.957 0.279
*
```

Largest force on an atom: 0.5 eV Å⁻¹
SMILES: C[C@@H](C(=O)NCc1ccccn1)[C@H]1C[C@]1(C)[C@H](NC(=O)OCc1ccccc1)c1ccccc1
Energy above the lowest of the compared OMol25 structures with the same formula, charge and spin: 0.0 kJ/mol
Lowest unoccupied orbital energy: 0.7 eV
HOMO: -9.095 eV
Frontier orbital gap: 9.8 eV

Quick rundown of electronic energy, same order as above: -3701.01672 -1564.00958 -8355.91427 -1475.61867 a.u.